Molecular formula: C3H6N2
Method: DFT, ωB97M-V/def2-TZVPD

```
! RIJCOSX wB97M-V def2-TZVPD def2/J DEFGRID3
* xyz 0 1
C -0.045 -0.066 1.298
C 0.299 0.217 -0.123
N -0.319 1.155 -0.830
C 1.312 -0.546 -0.773
N 0.625 -1.583 -1.213
H 0.138 -1.123 1.514
H 0.664 0.512 1.900
H -1.064 0.208 1.581
H -1.282 1.413 -0.674
H 0.059 1.325 -1.754
H -0.387 -1.513 -0.925
*
```

SMILES = CC(N)=C=N
lowest unoccupied orbital energy = 0.021 hartree
largest force on an atom = 0.69 eV/A
gap between HOMO and LUMO = 7.965 eV
E = -227.29117 Ha


Molecular formula: C3H6N2
Method: DFT, ωB97M-V/def2-TZVPD

```
! RIJCOSX wB97M-V def2-TZVPD def2/J DEFGRID3
* xyz 0 1
C -0.451 0.479 1.220
C -0.187 0.381 -0.239
N 1.199 -0.434 -0.227
C -1.113 -0.378 -1.090
N -1.853 -0.990 -1.737
H -1.253 -0.177 1.565
H 1.126 -0.260 0.888
H -0.625 1.502 1.556
H 0.051 1.332 -0.724
H 1.999 -0.033 -0.729
H 1.107 -1.422 -0.483
*
```

lowest unoccupied orbital energy = 0.016 hartree
largest force on an atom = 1.15 eV/A
gap between HOMO and LUMO = 7.977 eV
E = -227.29280 Ha


Molecular formula: C3H6N2
Method: DFT, ωB97M-V/def2-TZVPD

```
! RIJCOSX wB97M-V def2-TZVPD def2/J DEFGRID3
* xyz 0 1
C 0.046 1.095 1.512
N -0.634 0.787 0.468
N -0.570 -0.560 -0.103
C 0.100 -0.286 -1.455
C 0.740 -1.032 -0.392
H 0.765 0.391 2.049
H -0.143 2.016 2.214
H 0.354 0.757 -1.588
H -0.316 -0.674 -2.586
H 0.838 -2.238 -0.768
H 1.620 -0.509 0.130
*
```

SMILES = C=NN1CC1
lowest unoccupied orbital energy = 0.040 hartree
largest force on an atom = 4.56 eV/A
gap between HOMO and LUMO = 10.731 eV
E = -227.25422 Ha


Molecular formula: C3H6N2
Method: DFT, ωB97M-V/def2-TZVPD

```
! RIJCOSX wB97M-V def2-TZVPD def2/J DEFGRID3
* xyz 0 1
H 1.438 1.452 2.073
N 1.184 1.480 1.158
C 0.226 0.529 0.723
N -0.280 0.258 -0.536
C 0.053 -1.146 -0.990
C -1.184 -0.752 -0.453
H 0.018 -0.269 1.536
H 0.322 -1.278 -2.220
H 0.748 -1.783 -0.416
H -1.604 -1.585 0.345
H -1.826 -0.488 -1.355
*
```

SMILES = [H]/N=C/N1CC1
lowest unoccupied orbital energy = 0.028 hartree
largest force on an atom = 9.97 eV/A
gap between HOMO and LUMO = 10.338 eV
E = -227.24313 Ha